ORCA calculation (ωB97M-V/def2-TZVPD) on 2 unconnected molecules or ions with the total composition C3H5N3 at a distorted geometry.

Cartesian coordinates (Å):
C (1.28, -1.23, -0.26)
N (0.31, -0.49, -1.03)
C (-0.84, -0.19, -0.78)
N (-1.96, 0.29, -0.57)
H (2.14, -1.45, -0.89)
H (1.62, -0.62, 0.59)
H (0.87, -2.17, 0.12)
H (-2.75, -0.26, -0.87)
C (-0.25, 2.06, 1.23)
N (0.81, 1.87, 1.66)
H (-1.23, 2.17, 0.80)

The calculation puts the strongest force on any atom at 1.2 eV Å⁻¹. The calculation puts the total energy at -281.5291 hartree. The value obtained for the orbital gap is 10.979 eV. Its energy relative to the best compared isomer or geometry (same formula, charge and spin) is 160.1 kJ/mol. Its total charge is 0. The HOMO energy is -10.1 eV. For the LUMO energy, the calculation gives 0.86 eV.

ORCA calculation (ωB97M-V/def2-TZVPD) on 2 unconnected molecules or ions with the total composition C7H15NOSi at a distorted geometry.

Cartesian coordinates (Å):
C (-1.11, 2.10, -3.24)
C (-1.75, 1.78, -2.10)
C (0.84, -0.35, 2.89)
C (-2.57, 0.56, -1.99)
C (0.96, 0.03, 4.31)
C (0.45, -2.39, -0.16)
C (2.05, 0.03, -0.48)
N (-0.04, 0.08, 2.03)
O (1.71, -1.18, 2.33)
Si (0.74, -0.78, 0.73)
H (-0.53, 2.95, -3.52)
H (-1.23, 1.43, -4.15)
H (-2.36, -0.14, -2.93)
H (-3.66, 0.85, -2.07)
H (-2.54, 0.02, -0.96)
H (1.67, -0.72, 4.80)
H (-0.06, -0.05, 4.70)
H (1.32, 1.03, 4.28)
H (-0.09, -2.24, -1.10)
H (1.36, -2.90, -0.44)
H (-0.22, -3.13, 0.44)
H (2.80, 0.51, 0.19)
H (2.53, -0.71, -1.22)
H (1.47, 0.80, -1.09)
H (-1.73, 2.43, -1.24)

The calculation puts the strongest force on any atom at 3.7 eV Å⁻¹. The calculation puts the total energy at -695.1803 hartree. The value obtained for the orbital gap is 10.197 eV. Its energy relative to the best compared isomer or geometry (same formula, charge and spin) is 29.9 kJ/mol. Its total charge is 0. The HOMO energy is -9.5 eV. For the LUMO energy, the calculation gives 0.72 eV.

ORCA calculation (ωB97M-V/def2-TZVPD) on a molecular structure, C37H44BHfN10O4S2Te at a distorted geometry.

Cartesian coordinates (Å):
Hf (0.00, -0.84, -0.39)
C (2.76, -4.80, 0.37)
C (2.03, -4.79, -0.98)
C (2.85, -4.08, -2.06)
C (0.59, -4.34, -0.84)
C (-0.49, -5.19, -1.11)
C (-1.61, -4.53, -0.68)
N (-1.23, -3.35, -0.17)
N (0.14, -3.20, -0.29)
B (-2.14, -2.54, 0.81)
N (-2.85, -1.41, 0.05)
C (-4.16, -1.17, 0.07)
C (-4.46, -0.28, -0.93)
C (-3.26, 0.01, -1.57)
N (-2.26, -0.68, -0.96)
C (-3.21, 0.91, -2.79)
C (-1.89, 0.96, -3.54)
C (-3.68, 2.33, -2.43)
N (-1.30, -2.01, 1.99)
C (-1.58, -2.26, 3.27)
C (-0.46, -1.98, 4.02)
C (0.51, -1.55, 3.11)
N (-0.02, -1.53, 1.87)
C (1.95, -1.31, 3.46)
C (2.60, -2.65, 3.85)
C (2.09, -0.31, 4.61)
H (3.59, -5.49, 0.33)
H (3.19, -3.82, 0.61)
H (2.10, -5.11, 1.19)
H (1.94, -5.83, -1.29)
H (2.94, -3.01, -1.85)
H (3.85, -4.51, -2.09)
H (2.39, -4.20, -3.04)
H (-0.44, -6.17, -1.56)
H (-2.65, -4.82, -0.66)
H (-2.98, -3.26, 1.25)
H (-4.79, -1.67, 0.79)
H (-5.43, 0.11, -1.19)
H (-3.95, 0.49, -3.46)
H (-1.10, 1.41, -2.94)
H (-1.57, -0.04, -3.85)
H (-2.01, 1.57, -4.43)
H (-2.99, 2.82, -1.75)
H (-3.75, 2.93, -3.33)
H (-4.67, 2.32, -1.96)
H (-2.54, -2.65, 3.57)
H (-0.35, -2.09, 5.09)
H (2.47, -0.92, 2.60)
H (2.10, -3.08, 4.72)
H (2.53, -3.38, 3.03)
H (3.65, -2.50, 4.09)
H (1.62, -0.70, 5.52)
H (3.15, -0.13, 4.83)
H (1.63, 0.65, 4.38)
O (2.34, -1.44, 0.01)
C (3.38, -0.47, 0.06)
C (2.94, 0.73, 0.85)
C (3.83, 1.73, 1.21)
C (3.36, 2.79, 1.97)
C (2.03, 2.80, 2.36)
C (1.22, 1.76, 1.96)
N (1.66, 0.75, 1.19)
H (2.43, -2.07, 0.74)
H (3.61, -0.21, -0.98)
H (4.28, -0.91, 0.49)
H (4.87, 1.68, 0.91)
H (4.03, 3.60, 2.26)
H (1.62, 3.60, 2.97)
H (0.18, 1.72, 2.25)
O (-3.77, 7.46, 1.41)
S (-2.64, 7.61, 2.32)
O (-2.51, 6.53, 3.29)
O (-2.40, 8.93, 2.82)
C (-1.32, 7.27, 1.11)
N (-0.79, 8.26, 0.37)
C (0.04, 7.91, -0.60)
C (0.27, 6.58, -0.95)
C (-0.34, 5.65, -0.15)
N (-1.06, 5.97, 0.92)
C (-0.29, 4.18, -0.34)
C (-1.31, 3.43, 0.25)
C (-1.28, 2.06, 0.15)
N (-0.29, 1.40, -0.46)
C (0.69, 2.12, -1.04)
C (0.72, 3.50, -1.01)
H (0.53, 8.72, -1.13)
H (0.85, 6.32, -1.83)
H (-2.10, 3.94, 0.78)
H (-2.06, 1.46, 0.60)
H (1.49, 1.57, -1.51)
H (1.54, 4.02, -1.49)
Te (1.16, -0.77, -2.92)
C (0.21, -2.35, -3.89)
C (-0.98, -2.96, -3.57)
C (-1.32, -3.99, -4.49)
C (-0.39, -4.14, -5.48)
S (0.90, -3.03, -5.30)
H (-1.60, -2.66, -2.74)
H (-2.21, -4.60, -4.41)
H (-0.40, -4.83, -6.31)

The calculation puts the strongest force on any atom at 1.6 eV Å⁻¹. The calculation puts the total energy at -3422.0058 hartree. The value obtained for the orbital gap is 4.342 eV. Its energy relative to the best compared isomer or geometry (same formula, charge and spin) is 140.0 kJ/mol. Its total charge is +1. The HOMO energy is -9.0 eV. For the LUMO energy, the calculation gives -4.65 eV.

ORCA calculation (ωB97M-V/def2-TZVPD) on a molecular structure, C11H16IrO5P at a distorted geometry.

Cartesian coordinates (Å):
O (0.93, 0.17, -6.10)
C (0.21, 0.05, -5.21)
Ir (-0.95, -1.64, -0.96)
O (-2.22, 0.22, -3.09)
C (-1.78, -0.49, -2.29)
C (-2.43, -1.69, 0.28)
O (-3.30, -1.68, 1.05)
C (0.17, -2.95, -0.06)
O (0.89, -3.70, 0.47)
C (-1.65, -3.21, -2.07)
O (-2.00, -4.09, -2.74)
H (0.28, -1.74, -2.14)
C (0.05, -0.25, 3.21)
C (-0.24, 0.80, 2.15)
P (-0.12, 0.12, 0.44)
C (-0.79, 1.59, -0.48)
C (-0.32, 2.95, 0.00)
C (1.68, -0.37, 0.37)
C (2.65, 0.71, 0.81)
H (-0.65, -1.07, 3.09)
H (-0.09, 0.19, 4.19)
H (1.07, -0.63, 3.14)
H (-1.25, 1.18, 2.28)
H (0.46, 1.67, 2.26)
H (-0.52, 1.47, -1.53)
H (-1.90, 1.54, -0.39)
H (0.77, 3.01, -0.08)
H (-0.74, 3.70, -0.66)
H (-0.64, 3.17, 1.00)
H (1.82, -1.26, 1.02)
H (1.88, -0.67, -0.65)
H (2.52, 0.98, 1.85)
H (3.66, 0.33, 0.69)
H (2.54, 1.59, 0.17)

The calculation puts the strongest force on any atom at 9.3 eV Å⁻¹. Its spin multiplicity is 5. The calculation puts the total energy at -1249.6561 hartree. The value obtained for the orbital gap (spin up / spin down) is 5.301 / 5.069 eV. Its energy relative to the best compared isomer or geometry (same formula, charge and spin) is 296.0 kJ/mol. Its total charge is +2. The HOMO energy (spin up / spin down) is -12.7 / -18.5 eV. For the LUMO energy (spin up / spin down), the calculation gives -7.43 / -13.48 eV.

ORCA calculation (ωB97M-V/def2-TZVPD) on 5 unconnected molecules or ions with the total composition H9S5 at a distorted geometry.

Cartesian coordinates (Å):
S (-0.68, -0.76, 0.51)
H (-0.92, -0.68, 1.87)
S (2.21, -4.52, 0.53)
H (1.43, -5.41, -0.03)
H (1.09, -3.85, 0.90)
S (1.61, 1.39, 1.59)
H (2.79, 1.31, 0.98)
H (0.91, 0.46, 0.82)
S (-3.35, 0.71, -1.47)
H (-2.25, 0.57, -0.63)
H (-2.60, 1.20, -2.50)
S (-0.12, 3.26, -1.43)
H (-0.35, 2.14, -0.61)
H (0.24, 4.17, -0.53)

The calculation puts the strongest force on any atom at 1.4 eV Å⁻¹. The calculation puts the total energy at -1996.3445 hartree. The value obtained for the orbital gap is 6.895 eV. Its energy relative to the best compared isomer or geometry (same formula, charge and spin) is 39.7 kJ/mol. Its total charge is -1. The HOMO energy is -3.9 eV. For the LUMO energy, the calculation gives 3.02 eV.

ORCA calculation (ωB97M-V/def2-TZVPD) on 2 unconnected molecules or ions with the total composition C24H37Si2 at a distorted geometry.

Cartesian coordinates (Å):
C (-4.90, 1.10, -0.59)
Si (-3.04, 1.20, -0.83)
C (-2.66, 2.81, -1.72)
C (-2.13, 1.17, 0.90)
C (-2.43, 0.11, 1.89)
C (-1.84, 0.17, 3.17)
C (-1.91, -0.90, 4.05)
C (-2.67, -2.04, 3.72)
C (-3.35, -2.08, 2.49)
C (-3.22, -1.02, 1.59)
C (-1.29, 2.21, 1.18)
Si (-2.23, -0.57, -2.12)
C (-3.61, -1.80, -2.51)
C (-1.55, 0.10, -3.74)
C (-0.88, -1.41, -1.12)
H (-5.22, 2.02, -0.07)
H (-5.41, 1.06, -1.56)
H (-5.22, 0.24, 0.01)
H (-3.06, 3.66, -1.14)
H (-1.59, 2.98, -1.87)
H (-3.15, 2.83, -2.71)
H (-1.29, 1.06, 3.48)
H (-1.35, -0.87, 4.98)
H (-2.72, -2.89, 4.40)
H (-3.95, -2.95, 2.21)
H (-3.73, -1.10, 0.61)
H (-1.02, 2.44, 2.21)
H (-1.10, 2.97, 0.42)
H (-3.20, -2.62, -3.13)
H (-4.04, -2.24, -1.59)
H (-4.43, -1.31, -3.07)
H (-1.12, -0.73, -4.32)
H (-2.35, 0.55, -4.35)
H (-0.77, 0.85, -3.58)
H (-0.38, -2.17, -1.75)
H (-0.11, -0.69, -0.79)
H (-1.28, -1.91, -0.23)
C (1.65, 1.84, 0.31)
C (1.34, 2.45, 1.62)
C (1.82, 3.69, 2.10)
C (2.40, 3.76, 3.42)
C (2.64, 2.52, 4.23)
C (2.81, 4.99, 3.92)
C (2.74, 6.16, 3.17)
C (3.18, 7.47, 3.75)
C (2.30, 6.08, 1.84)
C (1.87, 4.88, 1.28)
C (1.44, 4.86, -0.15)
H (1.62, 0.75, 0.42)
H (0.91, 2.10, -0.47)
H (2.66, 2.09, -0.06)
H (0.88, 1.77, 2.35)
H (3.07, 2.79, 5.20)
H (1.71, 1.94, 4.41)
H (3.35, 1.85, 3.71)
H (3.26, 5.02, 4.92)
H (3.02, 8.27, 3.03)
H (2.62, 7.69, 4.67)
H (4.24, 7.46, 4.02)
H (2.33, 6.99, 1.23)
H (1.47, 5.88, -0.56)
H (2.11, 4.24, -0.75)
H (0.42, 4.48, -0.28)

The calculation puts the strongest force on any atom at 1.4 eV Å⁻¹. The calculation puts the total energy at -1515.4314 hartree. The value obtained for the orbital gap is 5.403 eV. Its energy relative to the best compared isomer or geometry (same formula, charge and spin) is 0.0 kJ/mol. Its total charge is +1. The HOMO energy is -10.8 eV. For the LUMO energy, the calculation gives -5.44 eV.

ORCA calculation (ωB97M-V/def2-TZVPD) on a single C6H4O molecule.

Cartesian coordinates (Å):
C (-0.67, 2.03, 2.60)
C (-0.02, 1.65, 1.58)
C (0.19, 0.85, 0.51)
C (1.03, -0.35, 0.39)
C (0.50, -1.08, -0.59)
C (-0.68, -0.35, -1.14)
O (-0.58, 0.96, -0.57)
H (-1.60, -0.77, -0.71)
H (1.84, -0.59, 1.07)
H (0.78, -2.08, -0.90)
H (-0.78, -0.28, -2.22)

The calculation puts the strongest force on any atom at 0.8 eV Å⁻¹. The calculation puts the total energy at -306.0870 hartree. The value obtained for the orbital gap is 8.648 eV. Its energy relative to the best compared isomer or geometry (same formula, charge and spin) is 326.9 kJ/mol. Its total charge is 0. The HOMO energy is -9.6 eV. For the LUMO energy, the calculation gives -0.97 eV.

ORCA calculation (ωB97M-V/def2-TZVPD) on 2 unconnected molecules or ions with the total composition CH5S2.

Cartesian coordinates (Å):
S (1.76, 1.07, 1.03)
H (1.41, 1.84, 0.00)
C (-2.08, -0.81, -0.01)
S (-0.59, -0.62, -1.05)
H (-2.96, -0.54, -0.59)
H (-2.14, -1.84, 0.32)
H (-2.04, -0.19, 0.87)
H (0.16, 0.12, -0.12)

The calculation puts the strongest force on any atom at 0.6 eV Å⁻¹. The calculation puts the total energy at -837.4990 hartree. The value obtained for the orbital gap is 6.602 eV. Its energy relative to the best compared isomer or geometry (same formula, charge and spin) is 9.7 kJ/mol. Its total charge is -1. The HOMO energy is -2.9 eV. For the LUMO energy, the calculation gives 3.70 eV.